# 1
DFT (ωB97M-V/def2-TZVPD) results for 7 unconnected molecules or ions with the total composition C30H29F4N3.

Results
LUMO: 0.51 eV
Total energy: -1724.246911 Eh
HOMO: -8.71 eV
Frontier orbital gap: 9.22 eV
F_max: 0.050 Eh/bohr
SMILES: Fc1ccccc1.Fc1ccccc1.Fc1ccccc1.Fc1ccccc1.CC#N.CC#N.CC#N
Energy above the lowest of the compared OMol25 structures with the same formula, charge and spin: 24.0 kJ/mol
Multiplicity: 1

```
66
C30H29F4N3 (ωB97M-V/def2-TZVPD)
F -0.892 3.290 2.394
C -2.009 2.808 3.000
C -1.880 2.044 4.149
C -3.040 1.651 4.811
C -4.306 1.964 4.318
C -4.374 2.668 3.125
C -3.239 3.065 2.440
H -0.901 1.805 4.542
H -2.887 1.104 5.733
H -5.224 1.713 4.829
H -5.338 2.854 2.667
H -3.248 3.515 1.455
F 4.310 -1.611 -0.764
C 4.576 -0.500 -1.456
C 5.741 -0.397 -2.194
C 6.059 0.789 -2.843
C 5.230 1.899 -2.721
C 4.067 1.811 -1.978
C 3.743 0.601 -1.368
H 6.411 -1.240 -2.320
H 6.990 0.900 -3.382
H 5.579 2.818 -3.173
H 3.376 2.621 -1.790
H 2.871 0.463 -0.746
F 0.710 1.219 -1.351
C -0.029 1.216 -2.482
C -1.232 0.548 -2.482
C -1.913 0.400 -3.665
C -1.445 1.026 -4.818
C -0.187 1.629 -4.832
C 0.558 1.699 -3.645
H -1.470 0.152 -1.498
H -2.848 -0.145 -3.680
H -2.024 0.940 -5.727
H 0.240 1.963 -5.766
H 1.533 2.163 -3.612
F -5.369 -0.398 2.058
C -5.230 -1.638 1.629
C -6.264 -2.551 1.684
C -6.108 -3.865 1.256
C -4.843 -4.319 0.868
C -3.769 -3.437 0.923
C -3.983 -2.111 1.259
H -7.247 -2.230 2.018
H -6.969 -4.514 1.189
H -4.802 -5.274 0.360
H -2.770 -3.789 0.706
H -3.180 -1.382 1.275
C 1.351 -2.384 -1.772
C 0.677 -3.516 -1.125
N 0.152 -4.411 -0.641
H 1.295 -2.443 -2.863
H 2.415 -2.414 -1.573
H 0.842 -1.458 -1.513
C 6.537 -0.059 1.611
C 5.131 0.335 1.706
N 4.021 0.608 1.799
H 6.902 -0.141 0.590
H 6.714 -0.984 2.153
H 7.156 0.713 2.073
C 0.944 0.647 1.742
C -0.043 -0.232 1.156
N -0.805 -0.923 0.641
H 1.606 0.177 2.463
H 0.472 1.540 2.152
H 1.658 1.008 1.005
```

=====

# 2
DFT (ωB97M-V/def2-TZVPD) results for 2 unconnected molecules or ions with the total composition C30H29N2.

Results
Charge: +1
LUMO: -4.82 eV
Total energy: -1269.814012 Eh
HOMO: -10.83 eV
Frontier orbital gap: 6.01 eV
F_max: 0.052 Eh/bohr
Energy above the lowest of the compared OMol25 structures with the same formula, charge and spin: 30.2 kJ/mol
Multiplicity: 1

```
61
C30H29N2 (ωB97M-V/def2-TZVPD)
C 4.792 2.593 -1.282
C 4.007 3.717 -1.006
C 3.264 3.772 0.177
C 3.216 2.656 1.025
C 2.249 2.560 2.190
N 1.379 1.385 2.143
C 1.532 0.309 3.086
C 0.545 -0.710 2.554
N -0.091 -0.093 1.399
C 0.441 1.100 1.216
C 0.186 2.115 0.167
C -0.258 3.390 0.556
C -0.368 4.399 -0.399
C -0.036 4.130 -1.733
C 0.400 2.858 -2.119
C 0.529 1.848 -1.165
C 4.085 1.585 0.799
C 4.848 1.532 -0.370
H 5.372 2.552 -2.205
H 3.960 4.553 -1.709
H 2.694 4.667 0.444
H 2.827 2.434 3.111
H 1.651 3.479 2.273
H 2.562 -0.070 3.068
H 1.268 0.652 4.095
H 1.067 -1.632 2.268
H -0.199 -0.985 3.311
H -0.478 3.591 1.606
H -0.701 5.395 -0.090
H -0.116 4.927 -2.475
H 0.656 2.652 -3.161
H 0.956 0.877 -1.422
H 4.157 0.786 1.546
H 5.472 0.658 -0.567
C -0.865 -3.449 -5.029
C -1.089 -3.046 -3.608
C -0.715 -1.762 -3.192
C -0.921 -1.337 -1.894
C -1.496 -2.198 -0.912
C -1.802 -1.663 0.364
C -2.768 -2.196 1.252
C -2.864 -1.703 2.591
C -3.749 -2.263 3.503
C -4.602 -3.312 3.127
C -4.596 -3.749 1.796
C -3.743 -3.174 0.865
C -1.775 -3.541 -1.331
C -1.639 -3.921 -2.660
H -1.404 -4.365 -5.284
H -1.192 -2.655 -5.712
H 0.203 -3.613 -5.233
H -0.266 -1.086 -3.924
H -0.708 -0.306 -1.609
H -1.356 -0.679 0.615
H -2.230 -0.859 2.872
H -3.783 -1.878 4.525
H -5.276 -3.769 3.849
H -5.274 -4.539 1.472
H -3.847 -3.442 -0.188
H -2.151 -4.269 -0.611
H -1.960 -4.911 -2.978
```

=====

# 3
DFT (ωB97M-V/def2-TZVPD) results for a molecular structure, C30H29N2O7P4TeTl.

Results
Charge: -2
LUMO: 3.67 eV
Total energy: -3603.094640 Eh
HOMO: -2.00 eV
Frontier orbital gap: 5.67 eV
F_max: 0.036 Eh/bohr
Energy above the lowest of the compared OMol25 structures with the same formula, charge and spin: 40.1 kJ/mol
Multiplicity: 1

```
74
C30H29N2O7P4TeTl (ωB97M-V/def2-TZVPD)
Tl 1.742 1.911 -2.467
O 4.168 3.130 -3.774
P 4.872 3.084 -2.273
O 6.342 3.079 -2.455
O 4.204 1.965 -1.514
O 4.403 4.522 -1.727
P 2.996 5.019 -1.040
O 3.213 4.445 0.484
O 3.041 6.496 -1.014
O 1.811 4.290 -1.601
H 4.794 2.675 -4.353
H 4.028 4.849 0.812
Te -2.136 -2.409 -0.456
C -2.610 -2.245 1.636
C -3.247 -1.109 2.121
C -3.422 -0.961 3.487
N -3.016 -1.854 4.388
C -2.415 -2.945 3.919
C -2.201 -3.190 2.572
C -0.671 -0.843 -0.381
P -1.080 0.819 -1.002
C -2.850 0.753 -1.492
C -3.926 1.285 -0.785
C -5.220 1.185 -1.281
C -5.464 0.565 -2.496
C -4.399 0.041 -3.220
C -3.114 0.134 -2.719
C -1.234 1.804 0.556
C -1.515 3.167 0.435
C -1.513 3.992 1.548
C -1.205 3.470 2.798
C -0.885 2.126 2.922
C -0.894 1.302 1.806
P 0.965 -1.226 -1.071
C 0.877 -2.954 -1.702
C 0.132 -3.163 -2.868
C 0.011 -4.420 -3.432
C 0.650 -5.508 -2.849
C 1.417 -5.311 -1.712
C 1.537 -4.048 -1.147
C 1.941 -1.535 0.478
C 1.353 -2.079 1.617
C 2.059 -2.173 2.805
C 3.369 -1.708 2.873
C 3.967 -1.173 1.743
C 3.261 -1.092 0.548
H -3.594 -0.348 1.435
H -3.907 -0.076 3.888
H -2.084 -3.656 4.672
H -1.709 -4.103 2.256
H -3.752 1.782 0.161
H -6.045 1.596 -0.710
H -6.474 0.497 -2.883
H -4.574 -0.437 -4.177
H -2.277 -0.271 -3.278
H -1.716 3.575 -0.550
H -1.722 5.049 1.440
H -1.196 4.116 3.668
H -0.602 1.721 3.887
H -0.620 0.256 1.887
H -0.366 -2.312 -3.323
H -0.584 -4.555 -4.328
H 0.556 -6.496 -3.285
H 1.928 -6.151 -1.252
H 2.139 -3.913 -0.258
H 0.327 -2.417 1.571
H 1.589 -2.601 3.684
H 3.913 -1.753 3.809
H 4.983 -0.799 1.791
H 3.720 -0.644 -0.328
N 1.846 1.833 0.160
H 1.575 2.795 0.334
H 2.856 1.858 0.020
H 1.654 1.292 0.994
```

=====

# 4
DFT (ωB97M-V/def2-TZVPD) results for a molecular structure, C30H29N4RhTe.

Results
Charge: +2
LUMO (alpha / beta): -6.81 / -6.81 eV
Total energy: -1757.739330 Eh
HOMO (alpha / beta): -12.49 / -12.49 eV
Frontier orbital gap (alpha / beta): 5.69 / 5.69 eV
F_max: 0.029 Eh/bohr
Energy above the lowest of the compared OMol25 structures with the same formula, charge and spin: 94.1 kJ/mol
Multiplicity: 1

```
65
C30H29N4RhTe (ωB97M-V/def2-TZVPD)
Rh -0.638 -0.016 -0.346
C -1.077 2.234 3.347
C -2.295 2.855 3.125
C -2.929 2.682 1.903
C -2.327 1.892 0.943
N -1.168 1.240 1.189
C -0.553 1.420 2.358
C -2.834 1.723 -0.432
C -3.803 2.490 -1.054
C -4.087 2.249 -2.390
C -3.411 1.257 -3.084
C -2.453 0.511 -2.420
N -2.200 0.762 -1.125
C -1.599 -0.544 -3.000
C -1.807 -1.089 -4.252
C -0.920 -2.042 -4.728
C 0.140 -2.428 -3.930
C 0.275 -1.862 -2.673
N -0.570 -0.939 -2.210
H -0.534 2.369 4.271
H -2.744 3.476 3.888
H -3.879 3.157 1.703
H 0.389 0.903 2.493
H -4.315 3.273 -0.516
H -4.826 2.853 -2.899
H -3.621 1.078 -4.128
H -2.650 -0.776 -4.851
H -1.060 -2.476 -5.709
H 0.859 -3.162 -4.263
H 1.070 -2.159 -2.013
C -2.415 -5.542 2.706
C -2.023 -4.284 1.999
C -2.054 -4.174 0.612
C -1.670 -2.996 0.005
N -1.255 -1.920 0.689
C -1.240 -2.016 2.027
C -1.605 -3.157 2.706
H -2.685 -6.330 2.007
H -3.265 -5.357 3.365
H -1.595 -5.896 3.331
H -2.376 -5.005 0.000
H -1.699 -2.906 -1.072
H -0.916 -1.141 2.574
H -1.563 -3.167 3.787
C 6.559 1.172 1.464
C 5.194 1.355 0.866
C 4.405 0.263 0.515
C 3.147 0.437 -0.040
C 2.325 -0.746 -0.420
C 2.663 1.723 -0.257
Te 0.787 2.042 -1.219
C 3.418 2.845 0.095
C 2.983 4.275 -0.088
C 4.679 2.624 0.648
H 6.804 0.120 1.590
H 6.622 1.658 2.439
H 7.321 1.626 0.829
H 4.783 -0.741 0.674
H 2.814 -1.685 -0.158
H 2.156 -0.729 -1.494
H 1.332 -0.740 0.095
H 1.959 4.378 -0.441
H 3.634 4.777 -0.805
H 3.066 4.813 0.856
H 5.276 3.489 0.920
```

=====

Number 4 is which compound?
C30H29N4RhTe